Entry w
# C18H26N2O2

One molecule with the formula C18H26N2O2 (the ωB97M-V functional and the def2-TZVPD basis, OMol25).

gap between HOMO and LUMO = 0.3642 Ha
E_HOMO = -9.3656 eV
SMILES string = C=CCNC(=O)[C@]12C[C@H]3C[C@H](C[C@](C(=O)NCC=C)(C3)C1)C2
2S+1 = 1

Cartesian coordinates (Å):
C: -6.090 -1.826 1.313
C: -5.707 -0.696 0.753
C: -4.950 -0.612 -0.539
N: -3.678 0.059 -0.364
C: -2.493 -0.569 -0.548
O: -2.422 -1.709 -0.951
C: -1.261 0.289 -0.228
C: -1.252 0.666 1.259
C: 0.000 1.487 1.567
C: 1.250 0.664 1.259
H: 2.138 1.247 1.520
H: 1.259 -0.244 1.864
C: 1.259 0.287 -0.228
C: -0.002 -0.524 -0.538
H: -0.002 -0.821 -1.588
H: -0.002 -1.445 0.046
C: 2.490 -0.572 -0.547
O: 2.417 -1.714 -0.946
N: 3.676 0.055 -0.365
H: 3.702 0.984 0.021
C: 4.947 -0.617 -0.541
C: 5.710 -0.691 0.749
C: 6.105 -1.816 1.312
H: 6.653 -1.830 2.239
H: 5.897 -2.773 0.861
H: 5.921 0.264 1.216
H: 5.539 -0.074 -1.290
H: 4.721 -1.617 -0.917
C: 1.251 1.560 -1.084
C: 0.000 2.378 -0.765
C: 0.001 2.757 0.716
H: 0.883 3.359 0.947
H: -0.881 3.361 0.947
C: -1.251 1.562 -1.084
H: -1.259 1.289 -2.141
H: -2.137 2.172 -0.890
H: 0.001 3.290 -1.374
H: 2.137 2.169 -0.891
H: 1.258 1.287 -2.141
H: 0.000 1.759 2.629
H: -1.261 -0.243 1.864
H: -2.138 1.250 1.520
H: -3.703 0.987 0.027
H: -4.725 -1.608 -0.924
H: -5.545 -0.063 -1.282
H: -5.923 0.255 1.225
H: -6.634 -1.848 2.243
H: -5.878 -2.779 0.859

=====

Entry x
# C18H26N2O2

One molecule with the formula C18H26N2O2 (the ωB97M-V functional and the def2-TZVPD basis, OMol25).

gap between HOMO and LUMO = 0.3407 Ha
E_HOMO = -8.7526 eV
SMILES string = CCCCNC(=O)[C@@H]1CC(=O)N(CCc2ccc(C)cc2)C1
2S+1 = 1

Cartesian coordinates (Å):
C: -3.175 -2.095 -2.024
C: -2.831 -2.435 -0.579
C: -4.056 -2.501 0.335
C: -4.817 -1.177 0.441
N: -3.987 -0.106 0.944
C: -3.573 0.922 0.171
O: -3.952 1.089 -0.966
C: -2.598 1.866 0.888
H: -3.077 2.207 1.809
C: -2.204 3.028 -0.025
C: -0.836 2.657 -0.571
O: -0.225 3.215 -1.452
N: -0.398 1.572 0.112
C: -1.262 1.157 1.185
H: -1.352 0.065 1.196
H: -0.857 1.476 2.156
C: 0.864 0.934 -0.145
H: 1.197 1.285 -1.124
C: 1.930 1.276 0.909
C: 3.236 0.638 0.538
C: 4.078 1.245 -0.387
C: 5.263 0.643 -0.762
C: 5.641 -0.584 -0.228
C: 4.799 -1.189 0.693
C: 3.611 -0.588 1.069
H: 2.970 -1.077 1.790
H: 5.073 -2.143 1.122
C: 6.928 -1.227 -0.649
H: 7.116 -2.133 -0.079
H: 6.891 -1.485 -1.707
H: 7.762 -0.542 -0.504
H: 5.907 1.130 -1.480
H: 3.799 2.198 -0.813
H: 2.037 2.362 0.949
H: 1.604 0.920 1.889
H: 0.720 -0.152 -0.187
H: -2.908 3.137 -0.851
H: -2.137 3.978 0.505
H: -3.622 -0.206 1.878
H: -5.171 -0.859 -0.541
H: -5.680 -1.303 1.103
H: -4.747 -3.257 -0.042
H: -3.739 -2.810 1.335
H: -2.329 -3.405 -0.544
H: -2.130 -1.689 -0.197
H: -2.290 -2.188 -2.649
H: -3.538 -1.075 -2.108
H: -3.936 -2.772 -2.405

=====

Most stable one: entry x, least stable one: entry w.

=====

Entry w
# C5H7NO2S2

One molecule with the formula C5H7NO2S2 (the ωB97M-V functional and the def2-TZVPD basis, OMol25).

gap between HOMO and LUMO = 0.3079 Ha
E_HOMO = -8.2373 eV
SMILES string = NS(=O)(=O)[C@@H]1C=CC=CS1
2S+1 = 1

Cartesian coordinates (Å):
C: 1.572 1.472 0.306
C: 1.903 0.812 -0.936
C: 0.632 1.046 1.110
C: 1.807 -0.522 -1.049
C: -0.071 -0.220 0.953
N: -2.392 -1.594 -0.042
O: -2.858 0.791 0.339
O: -1.486 0.205 -1.611
S: 0.875 -1.531 0.075
S: -1.852 -0.051 -0.247
H: 2.068 2.441 0.537
H: 2.452 1.353 -1.727
H: 0.380 1.665 1.842
H: 2.158 -1.159 -1.953
H: -0.552 -0.685 1.729
H: -1.842 -2.372 -0.294
H: -2.793 -1.651 0.967

=====

Entry x
# C5H7NO2S2

One molecule with the formula C5H7NO2S2 (the ωB97M-V functional and the def2-TZVPD basis, OMol25).

gap between HOMO and LUMO (alpha / beta) = 0.2450 / 0.2080 Ha
E_HOMO (alpha / beta) = -7.8448 / -7.3915 eV
2S+1 = 1

Cartesian coordinates (Å):
C: 1.173 -1.098 -0.898
C: -1.574 1.231 0.580
C: 1.861 -0.129 0.099
C: -0.055 -0.259 -0.981
C: 0.587 0.906 -0.357
N: -0.228 1.671 0.411
O: -2.601 -1.253 -0.182
O: -0.691 -1.233 1.395
S: 3.585 -0.294 0.461
S: -1.376 -0.679 0.244
H: 1.577 -1.492 -1.843
H: 0.999 -2.162 -0.501
H: -2.100 1.469 1.539
H: -2.170 1.623 -0.277
H: 1.287 -0.238 1.042
H: -0.593 -0.121 -1.919
H: 0.319 2.055 1.187

=====

Most stable one: entry w, least stable one: entry x.

=====

Entry w
# C10H13ClN2O3Zr

C10H13ClN2O3Zr as an isolated structure (the ωB97M-V functional and the def2-TZVPD basis, OMol25).

charge = +2
gap between HOMO and LUMO (alpha / beta) = 0.1112 / 0.1119 Ha
E_HOMO (alpha / beta) = -14.4242 / -14.4545 eV
2S+1 = 1

Cartesian coordinates (Å):
Cl: -3.622 -3.026 0.693
C: 1.700 -1.705 -2.262
C: 2.384 -0.456 -1.986
C: 1.426 0.612 -2.160
H: 3.472 -0.335 -1.877
C: 0.125 0.041 -2.505
C: 0.249 -1.419 -2.425
H: -0.665 -2.138 -2.575
H: 2.183 -2.690 -2.347
H: 1.669 1.681 -2.169
C: -1.175 0.731 -2.912
Zr: 0.660 -0.598 -0.183
C: 2.368 -0.436 0.912
C: 0.868 -2.753 0.810
O: 3.049 -0.646 1.891
O: 1.446 -3.573 1.438
H: -1.195 1.757 -2.527
H: -2.029 0.163 -2.474
H: -1.313 0.785 -4.017
C: 0.023 2.495 2.784
N: -1.235 1.730 2.769
C: -1.358 0.678 1.953
N: -2.350 -0.200 2.028
O: -0.466 0.554 1.023
H: 0.887 1.806 2.721
H: 0.087 3.067 3.721
H: 0.036 3.196 1.931
H: -1.905 1.884 3.515
H: -2.364 -1.087 1.396
H: -2.956 -0.118 2.836

=====

Entry x
# C10H13ClN2O3Zr

C10H13ClN2O3Zr as an isolated structure (the ωB97M-V functional and the def2-TZVPD basis, OMol25).

charge = +2
gap between HOMO and LUMO = 0.2991 Ha
E_HOMO = -16.9065 eV
2S+1 = 1

Cartesian coordinates (Å):
Cl: -1.863 -2.097 -0.352
C: 1.353 -1.897 -2.069
C: 2.039 -0.689 -1.738
C: 1.206 0.422 -2.131
H: 3.072 -0.634 -1.404
C: 0.011 -0.111 -2.717
C: 0.110 -1.543 -2.676
H: -0.618 -2.218 -3.132
H: 1.740 -2.905 -1.949
H: 1.471 1.484 -2.095
C: -1.084 0.649 -3.383
Zr: 0.110 -0.701 -0.346
C: 2.307 -0.137 0.882
C: 0.888 -2.584 0.881
O: 3.225 0.219 1.473
O: 1.099 -3.437 1.629
H: -1.133 1.683 -3.022
H: -2.059 0.173 -3.221
H: -0.911 0.682 -4.469
C: 0.065 2.499 3.071
N: -0.987 1.496 3.179
C: -1.267 0.631 2.210
N: -2.294 -0.233 2.336
O: -0.538 0.610 1.131
H: 1.056 2.045 2.979
H: 0.017 3.100 3.981
H: -0.099 3.149 2.204
H: -1.580 1.467 4.008
H: -2.448 -0.906 1.582
H: -2.888 -0.216 3.159

=====

Most stable one: entry x, least stable one: entry w.

=====

Entry w
# C8H15N

One molecule with the formula C8H15N (the ωB97M-V functional and the def2-TZVPD basis, OMol25).

gap between HOMO and LUMO = 0.3353 Ha
E_HOMO = -8.1586 eV
SMILES string = CC1(C)[C@@H]2NCC[C@]21C
2S+1 = 1

Cartesian coordinates (Å):
C: -2.013 0.963 0.576
C: -1.130 -0.175 0.100
C: -1.924 -1.391 -0.342
C: 0.115 -0.579 0.769
C: 2.323 -0.365 0.219
C: 1.417 -0.408 -1.074
C: 0.147 0.218 -0.566
C: 0.418 1.722 -0.398
H: -1.478 1.766 1.105
H: -2.518 1.388 -0.283
H: -2.769 0.525 1.240
H: -2.522 -1.830 0.491
H: -1.282 -2.183 -0.753
H: -2.657 -1.136 -1.113
H: 0.172 -1.672 0.565
H: 1.678 -0.704 2.191
H: 3.097 0.408 0.163
H: 2.854 -1.323 0.304
H: 1.924 0.044 -1.912
H: 1.272 -1.435 -1.374
H: -0.295 2.188 -1.076
H: 1.383 1.990 -0.823
H: 0.397 2.125 0.597
N: 1.394 -0.136 1.395

=====

Entry x
# C8H15N

C8H15N as an isolated structure (the ωB97M-V functional and the def2-TZVPD basis, OMol25).

gap between HOMO and LUMO (alpha / beta) = 0.3021 / 0.2562 Ha
E_HOMO (alpha / beta) = -7.7814 / -6.7460 eV
2S+1 = 1

Cartesian coordinates (Å):
C: 2.178 1.618 0.254
C: -0.236 0.499 0.096
C: 1.476 0.305 0.279
N: -0.772 0.460 1.447
C: -0.573 1.657 -0.625
C: 1.896 -0.874 0.534
H: -1.061 1.370 1.779
H: -0.128 0.048 2.107
H: 3.238 1.521 0.495
H: 1.704 2.299 0.967
H: 2.063 2.072 -0.734
H: -1.034 2.515 -0.155
H: -0.372 1.719 -1.686
H: 2.811 -1.369 0.808
H: 0.904 -1.743 0.395
C: -2.238 -0.784 -0.842
C: -0.718 -0.859 -0.731
C: -0.269 -2.102 -0.094
H: -0.263 -0.753 -1.718
H: -2.630 -1.604 -1.448
H: -2.511 0.174 -1.301
H: -2.693 -0.829 0.147
H: -0.851 -2.437 0.762
H: 0.080 -2.904 -0.737

=====

Most stable one: entry w, least stable one: entry x.

=====

Entry w
# ClH4N2P

A 2-piece molecular cluster, ClH4N2P overall (the ωB97M-V functional and the def2-TZVPD basis, OMol25).

gap between HOMO and LUMO (alpha / beta) = 0.3028 / 0.3027 Ha
E_HOMO (alpha / beta) = -8.3311 / -8.3262 eV
2S+1 = 1

Cartesian coordinates (Å):
N: -0.723 1.115 -1.355
N: -0.129 -1.415 0.825
P: 0.879 -0.493 -0.176
Cl: 1.651 0.675 1.231
H: -0.351 1.859 -0.724
H: 0.041 1.056 -2.184
H: -1.015 -1.932 0.698
H: -0.352 -0.865 1.685

=====

Entry x
# ClH4N2P

A 2-piece molecular cluster, ClH4N2P overall (the ωB97M-V functional and the def2-TZVPD basis, OMol25).

gap between HOMO and LUMO (alpha / beta) = 0.3611 / 0.2233 Ha
E_HOMO (alpha / beta) = -9.7989 / -6.9839 eV
2S+1 = 1

Cartesian coordinates (Å):
N: -0.328 -1.555 1.030
N: -0.004 1.574 -0.623
P: 1.206 0.427 -0.949
Cl: 0.485 -0.415 -2.516
H: -0.404 -2.505 1.347
H: -0.389 -0.982 1.872
H: 0.313 2.234 0.103
H: -0.879 1.223 -0.264

=====

Most stable one: entry w, least stable one: entry x.